No. 1
Entry from the Open Molecules 2025 dataset: a structure of composition C33H43CrN4O4SSi (ωB97M-V/def2-TZVPD).

Atoms and positions in Å:
Cr: 0.345 1.717 0.436
N: 3.454 0.484 3.215
C: 2.707 1.155 2.278
S: 1.291 1.973 2.787
N: 3.247 1.133 1.060
N: 2.402 1.695 0.160
C: 2.866 2.189 -0.943
C: 4.305 2.198 -1.315
C: 5.046 1.020 -1.323
C: 6.385 1.039 -1.683
C: 7.002 2.235 -2.027
C: 6.274 3.415 -2.010
C: 4.931 3.392 -1.656
C: 1.844 2.778 -1.815
C: 2.099 3.225 -3.115
C: 1.071 3.756 -3.860
C: -0.207 3.832 -3.310
C: -0.402 3.350 -2.033
N: 0.596 2.834 -1.295
H: 2.955 0.228 4.052
H: 4.082 -0.210 2.840
H: 4.566 0.095 -1.032
H: 6.949 0.115 -1.686
H: 8.050 2.247 -2.301
H: 6.747 4.354 -2.264
H: 4.365 4.315 -1.631
H: 3.097 3.136 -3.520
H: 1.257 4.101 -4.870
H: -1.043 4.241 -3.858
H: -1.370 3.347 -1.549
C: -1.694 2.104 0.606
C: -2.899 2.286 0.667
C: -4.324 2.457 0.724
C: -5.156 1.891 -0.248
C: -6.532 2.046 -0.184
C: -7.111 2.767 0.852
C: -6.296 3.330 1.826
C: -4.919 3.177 1.763
H: -4.702 1.318 -1.047
H: -7.155 1.595 -0.946
H: -8.186 2.885 0.905
H: -6.733 3.891 2.643
H: -4.282 3.609 2.523
C: -1.264 -0.498 -2.180
C: -1.129 -2.013 -2.064
C: -2.503 -2.658 -1.925
C: -0.401 -2.575 -3.277
O: -0.335 -2.370 -0.939
Si: -0.321 -1.667 0.570
O: 0.245 -0.206 0.570
O: 0.615 -2.667 1.503
C: 1.806 -3.366 1.190
C: 1.464 -4.614 0.384
C: 2.425 -3.750 2.528
C: 2.760 -2.461 0.413
O: -1.875 -1.839 1.095
C: -2.410 -1.734 2.415
C: -2.318 -3.103 3.078
C: -1.652 -0.692 3.226
C: -3.864 -1.317 2.236
H: -1.795 -0.242 -3.101
H: -0.278 -0.030 -2.198
H: -1.811 -0.073 -1.336
H: -3.127 -2.415 -2.789
H: -3.000 -2.308 -1.020
H: -2.402 -3.743 -1.862
H: -0.953 -2.377 -4.198
H: -0.280 -3.654 -3.167
H: 0.590 -2.125 -3.361
H: 0.802 -5.259 0.964
H: 2.371 -5.173 0.142
H: 0.961 -4.341 -0.543
H: 1.710 -4.331 3.112
H: 2.677 -2.851 3.092
H: 3.330 -4.345 2.389
H: 2.354 -2.219 -0.569
H: 3.726 -2.955 0.277
H: 2.907 -1.521 0.950
H: -1.276 -3.411 3.169
H: -2.847 -3.846 2.479
H: -2.766 -3.072 4.074
H: -0.604 -0.968 3.360
H: -2.106 -0.590 4.215
H: -1.673 0.273 2.723
H: -4.380 -2.037 1.598
H: -3.914 -0.334 1.763
H: -4.378 -1.270 3.198

Summary:
* highest occupied orbital energy (spin up / spin down): -3.686 / -5.032 eV
* 2S+1: 5
* HOMO-LUMO gap (spin up / spin down): 6.162 / 7.162 eV
* energy above the lowest of the compared OMol25 structures with the same formula, charge and spin: 0.067 eV
* lowest unoccupied orbital energy (spin up / spin down): 2.48 / 2.13 eV
* charge: -1

No. 2
Entry from the Open Molecules 2025 dataset: the molecule C19H32N2O2 (ωB97M-V/def2-TZVPD).

Atoms and positions in Å:
C: -0.477 -5.423 -2.728
H: -1.561 -5.448 -2.808
C: 0.102 -4.343 -3.634
H: 1.191 -4.359 -3.566
C: -0.421 -2.956 -3.256
N: 0.014 -1.958 -4.218
C: 1.351 -1.445 -3.991
C: 1.440 -0.427 -2.843
H: 1.198 -0.924 -1.903
H: 2.457 -0.041 -2.765
C: 0.470 0.728 -3.105
N: 0.602 1.781 -2.105
C: 0.102 3.061 -2.560
H: 0.505 3.276 -3.549
H: 0.443 3.839 -1.881
H: -0.997 3.105 -2.612
C: 0.106 1.449 -0.783
H: 0.344 0.405 -0.576
C: 0.783 2.305 0.300
C: 0.616 1.689 1.659
C: 1.682 1.124 2.329
C: 1.514 0.552 3.583
C: 0.269 0.525 4.184
C: -0.834 1.086 3.502
C: -0.642 1.662 2.260
H: -1.473 2.108 1.735
O: -2.028 1.009 4.155
C: -3.172 1.512 3.515
H: -3.362 0.999 2.566
H: -3.095 2.590 3.335
H: -3.999 1.321 4.197
O: -0.005 -0.005 5.411
C: 1.059 -0.537 6.156
H: 1.525 -1.388 5.648
H: 1.823 0.220 6.367
H: 0.622 -0.875 7.094
H: 2.371 0.129 4.082
H: 2.665 1.129 1.881
H: 0.355 3.309 0.300
H: 1.843 2.383 0.054
H: -0.989 1.568 -0.711
C: -0.943 0.153 -3.291
C: -0.916 -0.870 -4.434
H: -1.913 -1.289 -4.594
H: -0.613 -0.363 -5.357
H: -1.272 -0.336 -2.373
H: -1.650 0.949 -3.531
H: 0.770 1.187 -4.057
H: 2.019 -2.286 -3.795
H: 1.677 -0.966 -4.920
H: -0.112 -2.722 -2.225
H: -1.514 -2.987 -3.271
H: -0.167 -4.542 -4.672
H: -0.216 -5.230 -1.689
H: -0.090 -6.401 -3.003

Summary:
* highest occupied orbital energy: -7.840 eV
* HOMO-LUMO gap: 8.631 eV
* energy above the lowest of the compared OMol25 structures with the same formula, charge and spin: 2.686 eV
* lowest unoccupied orbital energy: 0.79 eV

- Among the records above, which one has the lowest energy above the lowest of the compared OMol25 structures with the same formula, charge and spin?
  C33H43CrN4O4SSi